{
  "formula": "C5H8O2",
  "method": "ωB97M-V/def2-TZVPD",
  "multiplicity": 1,
  "e_above_lowest_kj_mol": 413.8,
  "homo_ev": -8.8,
  "elements": ["O", "C", "C", "C", "O", "C", "C", "H", "H", "H", "H", "H", "H", "H", "H"],
  "coordinates": [[-1.0393, 0.8948, 0.7160], [-0.1736, 0.2511, -0.1961], [0.8236, -0.6384, 0.5368], [0.1387, -1.7351, 1.3087], [-1.0564, -1.7836, 1.5121], [0.4990, 1.3338, -1.1011], [-0.6542, -0.2167, -1.4866], [-1.5449, 0.1741, 1.1252], [1.5243, -1.0993, -0.1680], [1.4165, -0.0568, 1.2577], [0.8008, -2.5269, 1.7111], [1.5772, 1.1952, -1.1910], [0.2165, 2.3107, -0.6912], [-1.6153, 0.3119, -1.6404], [0.1085, 1.2794, -2.1448]],
  "forces_ev_per_a": [[-0.2, -0.1, 0.1], [0.2, -0.1, -0.2], [0.0, 0.0, 0.0], [-0.4, 0.0, 0.1], [0.6, 0.0, -0.1], [0.2, 0.3, 0.0], [-0.1, 0.1, 0.2], [0.0, 0.1, 0.0], [-0.1, 0.0, 0.1], [-0.1, -0.1, -0.1], [-0.1, 0.1, 0.0], [-0.2, 0.0, 0.1], [0.0, -0.3, -0.1], [0.1, -0.1, 0.0], [0.0, 0.1, 0.1]]
}